Computed, not measured: a cluster of 4 separate species, C2H13N2O3 in total, with ωB97M-V with the def2-TZVPD basis set.

```
20
Properties=species:S:1:pos:R:3
C -0.4377 0.5754 -0.7956
C 0.6172 1.1356 -0.1896
N 1.1783 2.2688 -0.6791
N -1.0732 -0.6437 -0.3333
H -0.9583 1.1256 -1.5543
H 0.8556 0.9459 0.8540
H 2.0248 2.6462 -0.2817
H 1.1411 2.3797 -1.6859
H -1.0010 -0.8783 0.6689
H -0.8132 -1.4752 -0.8720
H -2.0982 -0.6499 -0.4650
H 0.2315 -2.6822 2.5382
H 1.2282 -1.4760 2.5172
O 0.4246 -1.8360 2.1169
H -1.7009 1.5736 0.7957
H -2.5758 2.6734 1.4086
O -2.1732 2.3818 0.5813
H 1.2291 -3.6344 -0.7517
H 2.3274 -2.6080 -1.1976
O 1.4384 -2.9393 -1.3838
```

Summary:
Energy relative to the best compared isomer or geometry (same formula, charge and spin) ... 179.4 kJ/mol
Lowest unoccupied orbital energy ... -3.185 eV
Charge ... +1
Strongest force on any atom ... 1.9 eV/Å

Here are the natural (NBO) charges for atoms 1 to 4, given in e: atom 1 (C): -0.251, atom 2 (C): 0.069, atom 3 (N): -0.756, atom 4 (N): -0.682

---

Computed, not measured: a cluster of 4 separate species, C2H13N2O3 in total, with ωB97M-V with the def2-TZVPD basis set.

```
20
Properties=species:S:1:pos:R:3
C 0.9996 0.7929 -0.5035
C 1.7973 1.6258 0.1681
N 1.4429 2.9501 0.3427
N 1.0632 -0.6666 -0.3775
H 0.0440 1.2050 -0.7994
H 2.6735 1.2788 0.7061
H 2.0959 3.5495 0.8256
H 1.0296 3.4621 -0.4123
H 0.0930 -1.0122 -0.5231
H 1.2491 -0.9071 0.5949
H 1.6830 -1.0583 -1.0793
H -1.4874 -2.0213 2.9001
H -0.6203 -0.8319 2.8981
O -0.6994 -1.6912 2.4447
H -2.9349 0.7100 -1.2735
H -2.2992 -0.2465 -0.3428
O -2.0862 0.2864 -1.1430
H -1.4118 -1.9088 -2.0452
H -1.4969 -3.2126 -1.1770
O -1.1349 -2.3042 -1.2038
```

Summary:
Energy relative to the best compared isomer or geometry (same formula, charge and spin) ... 137.1 kJ/mol
Lowest unoccupied orbital energy ... -2.850 eV
Charge ... +1
Strongest force on any atom ... 1.4 eV/Å

Here are the natural (NBO) charges for atoms 1 to 4, given in e: atom 1 (C): -0.235, atom 2 (C): 0.058, atom 3 (N): -0.785, atom 4 (N): -0.694

---

Computed, not measured: a cluster of 4 separate species, C2H13NO4 in total, with ωB97M-V with the def2-TZVPD basis set.

```
20
Properties=species:S:1:pos:R:3
C 0.8281 -2.5442 -1.8681
N 0.4815 -1.1246 -1.8626
C 0.2829 -0.6473 -0.5001
O 1.5113 -0.7112 0.2169
H 0.1846 -3.1298 -1.1988
H 0.8064 -2.9624 -2.8730
H 1.8611 -2.7185 -1.5587
H -0.4376 -1.0753 -2.2980
H -0.3814 -1.3250 0.0500
H -0.0561 0.3831 -0.5474
H 2.0931 -0.1271 -0.2939
O -1.8656 4.7795 0.2699
H -0.9060 4.8477 0.2535
H -2.0277 3.8989 0.6236
O -2.4056 0.6316 0.1704
H -2.4173 0.5765 1.1346
H -3.0408 -0.0127 -0.1517
O 1.5726 -0.8404 2.9236
H 2.3299 -1.3166 3.2723
H 1.2494 -1.3565 2.1774
```

Summary:
Energy relative to the best compared isomer or geometry (same formula, charge and spin) ... 124.6 kJ/mol
Lowest unoccupied orbital energy ... 0.367 eV
Strongest force on any atom ... 1.0 eV/Å
Structure (SMILES) ... CNCO.O.O.O

Here are the natural (NBO) charges for atoms 1 to 4, given in e: atom 1 (C): -0.430, atom 2 (N): -0.631, atom 3 (C): 0.090, atom 4 (O): -0.737